Entry 1:
# C35H91BClIN3O18P2S3

A molecular structure, C35H91BClIN3O18P2S3 (wB97M-V/def2-TZVPD, the OMol25 dataset).

Element x y z (Å)
C1 -2.8522 6.0769 -0.8757
C2 -2.3578 4.7193 -0.2536
Cl1 -0.8578 5.1637 0.7052
C3 -1.9699 3.7129 -1.3707
C4 -2.6739 2.3161 -1.1982
O1 -4.0652 2.5210 -0.9900
C5 -4.7103 3.2287 -2.0435
C6 -6.2096 2.7764 -2.0370
C7 -6.8145 3.0027 -3.4790
C8 -7.0946 3.5852 -1.0526
C9 -6.4532 3.8153 0.3464
C10 -8.4061 2.7178 -0.8140
O2 -2.2453 1.8909 0.0706
P1 -1.6126 0.2196 0.1473
C11 0.1411 1.0332 0.1525
C12 1.1300 0.5156 -0.9541
C13 2.6052 0.3898 -0.4265
S1 2.9346 -1.0530 0.6575
C14 2.4914 -2.5749 -0.1639
S2 2.7584 -2.8114 -1.7702
N1 1.9106 -3.6054 0.6130
C15 1.6175 -4.9091 0.2589
C16 1.0151 -5.5358 1.3698
N2 0.9808 -4.5807 2.4336
C17 1.5198 -3.4914 1.9471
C18 -0.9621 -1.5502 0.3540
C19 -0.9577 -2.4533 -0.8967
O3 -2.2718 -2.8300 -1.3678
C20 -2.1412 -3.5532 -2.5118
O4 -2.4426 -4.7159 -2.5187
B1 -3.4760 -0.4112 0.4782
N3 -4.3976 -0.8709 -0.6027
O5 -4.0336 -0.5043 1.7800
P2 -1.5486 0.6235 2.4277
C21 -1.1580 2.4037 2.8181
C22 -0.3821 -0.5415 3.3133
O6 -1.7411 0.1047 -1.6096
C23 -2.2284 1.2186 -2.2693
S3 -3.5980 0.5041 -3.3195
I1 -0.8235 1.9788 -3.8206
H1 -2.0373 6.8094 -0.9856
H2 -3.6595 6.5263 -0.2646
H3 -3.2834 5.9306 -1.8836
H4 -3.1665 4.3811 0.4096
H5 -0.8707 3.6154 -1.3436
H6 -2.1831 4.1629 -2.3608
H7 -4.2833 3.0370 -3.0454
H8 -4.7281 4.3238 -1.8747
H9 -6.2609 1.6900 -1.8507
H10 -6.2892 3.8582 -3.9402
H11 -6.7820 2.0861 -4.0853
H12 -7.8684 3.3264 -3.3649
H13 -7.4180 4.5704 -1.4352
H14 -5.8733 2.9121 0.6286
H15 -7.1845 3.9728 1.1593
H16 -5.7188 4.6403 0.3708
H17 -8.2651 1.6756 -1.1498
H18 -8.5671 2.6469 0.2813
H19 -9.3104 3.1857 -1.2231
H20 0.0181 2.1168 -0.0211
H21 0.6795 0.9576 1.1183
H22 0.8741 -0.4645 -1.3826
H23 1.1968 1.2804 -1.7491
H24 3.3065 0.3412 -1.2805
H25 2.8830 1.2758 0.1743
H26 1.7817 -5.3753 -0.7091
H27 0.6359 -6.5556 1.4318
H28 1.6346 -2.5995 2.5702
H29 -1.5709 -2.0512 1.1266
H30 0.1018 -1.4610 0.6585
H31 -0.3763 -2.0667 -1.7556
H32 -0.4553 -3.4064 -0.6026
H33 -1.7831 -3.0888 -3.4532
H34 -5.0476 -0.1471 -0.8911
H35 -4.8721 -1.7360 -0.3661
H36 -4.9871 -0.4084 1.6353
H37 -1.1007 2.4751 3.9289
H38 -0.1893 2.7925 2.4404
H39 -1.9914 3.0689 2.5351
H40 0.6888 -0.4082 3.0081
H41 -0.7223 -1.5840 3.2306
H42 -0.4174 -0.2847 4.3930
H43 -3.0730 -0.7353 -3.5470
C24 0.3592 5.6633 4.4384
O7 0.9850 5.4177 3.1891
H44 1.1015 6.0754 5.1202
H45 -0.4562 6.3839 4.3183
H46 -0.0321 4.7308 4.8548
H47 0.3095 5.0538 2.6018
C25 -3.9367 6.0313 2.6794
O8 -4.5275 4.7645 2.4154
H48 -2.9020 5.9987 2.3465
H49 -4.4675 6.8171 2.1318
H50 -3.9642 6.2451 3.7517
H51 -5.4400 4.8061 2.7127
C26 -1.9654 -5.4426 -6.0350
O9 -2.7168 -4.2703 -6.3350
H52 -1.0511 -5.4274 -6.6253
H53 -1.7088 -5.4584 -4.9729
H54 -2.5433 -6.3351 -6.2905
H55 -3.5179 -4.3018 -5.8049
C27 -10.6699 1.1113 -3.2156
O10 -11.1288 2.0959 -2.2950
H56 -9.6561 1.3687 -3.5149
H57 -10.6650 0.1254 -2.7433
H58 -11.3120 1.0924 -4.1005
H59 -12.0232 1.8561 -2.0393
C28 -2.9105 -4.7388 1.3795
O11 -1.7601 -4.0548 1.8777
H60 -3.8040 -4.2290 1.7409
H61 -2.9059 -4.7276 0.2883
H62 -2.9145 -5.7728 1.7402
H63 -0.9825 -4.5201 1.5491
C29 -3.6350 -2.8381 5.0588
O12 -2.9440 -4.0366 4.7261
H64 -3.7225 -2.7812 6.1430
H65 -3.0812 -1.9679 4.6965
H66 -4.6368 -2.8433 4.6180
H67 -2.8753 -4.0668 3.7648
C30 2.4832 -6.0086 -4.7471
O13 3.2083 -4.8290 -4.4293
H68 2.8449 -6.3876 -5.7010
H69 2.6409 -6.7695 -3.9769
H70 1.4156 -5.7859 -4.8320
H71 2.8756 -4.5079 -3.5836
C31 6.0411 -2.6986 2.8687
O14 6.1493 -3.0519 1.4902
H72 6.7153 -3.3334 3.4410
H73 6.3231 -1.6530 3.0129
H74 5.0181 -2.8554 3.2181
H75 5.5482 -2.4814 1.0023
C32 9.5189 -4.6617 0.9323
O15 8.7442 -3.5244 0.5837
H76 10.4144 -4.6709 0.3119
H77 9.8096 -4.6064 1.9863
H78 8.9480 -5.5769 0.7514
H79 7.9498 -3.5264 1.1411
C33 12.6863 -2.5755 -0.7097
O16 12.3458 -1.5594 0.2289
H80 13.6701 -2.3567 -1.1194
H81 12.7109 -3.5480 -0.2111
H82 11.9534 -2.5910 -1.5196
H83 11.4736 -1.7729 0.5767
C34 13.5575 1.4461 1.3555
O17 14.5948 0.4791 1.2606
H84 14.0065 2.4286 1.4821
H85 12.9587 1.4376 0.4411
H86 12.9237 1.2254 2.2185
H87 14.1695 -0.3794 1.1493
C35 10.1274 3.5782 1.1817
O18 11.2970 4.2444 1.6485
H88 9.9824 2.6811 1.7792
H89 9.2541 4.2264 1.2903
H90 10.2468 3.2947 0.1328
H91 11.4105 5.0323 1.1113

Values from the calculation:
* HOMO level: -3.3475 eV
* molar mass: 1173.43 g mol⁻¹
* charge: -1
* gap between HOMO and LUMO: 4.070 eV
* relative energy (zero: lowest compared OMol25 entry of this formula, charge and spin): 1.606 eV
* E_tot: -151473.5083 eV

=====

Entry 2:
# C6H12O

A molecular structure, C6H12O (wB97M-V/def2-TZVPD, the OMol25 dataset).

Element x y z (Å)
C1 -0.1510 -0.7716 -2.0396
C2 -0.6282 0.0781 -0.9245
O1 -1.6154 -1.1717 -0.0603
C3 -1.1715 -0.3953 0.9991
C4 0.1225 0.2649 0.3631
C5 0.3102 1.6683 0.9322
C6 1.3612 -0.6134 0.5172
H1 -0.7803 -0.6500 -2.9206
H2 0.9066 -0.6578 -2.2864
H3 -0.3118 -1.7611 -1.6078
H4 -1.2750 0.9341 -1.1607
H5 -0.9652 -0.8977 1.9523
H6 -1.8574 0.4501 1.1559
H7 -0.5221 2.3304 0.6637
H8 1.2463 2.1577 0.6436
H9 0.3113 1.5721 2.0272
H10 2.2266 -0.3018 -0.0871
H11 1.1231 -1.6513 0.2657
H12 1.6701 -0.5840 1.5669

Values from the calculation:
* HOMO level: -9.0894 eV
* molar mass: 100.16 g mol⁻¹
* gap between HOMO and LUMO: 9.964 eV
* relative energy (zero: lowest compared OMol25 entry of this formula, charge and spin): 2.558 eV
* E_tot: -8461.7962 eV

=====

Entry 3:
# C16H23AsF6IN3O4PdS3Si

A molecular structure, C16H23AsF6IN3O4PdS3Si (wB97M-V/def2-TZVPD, the OMol25 dataset).

Element x y z (Å)
Pd1 -0.8400 0.2836 0.3532
C1 1.0307 -0.6901 3.9131
As1 -0.8777 -0.9090 3.8928
C2 -1.4637 -0.5727 5.6876
C3 -1.2295 -2.7695 3.5879
S1 -1.9099 0.3838 2.5839
H1 1.4672 -1.5932 4.3413
H2 1.2760 0.1750 4.5261
H3 1.3982 -0.5386 2.9037
H4 -0.9036 -1.1980 6.3828
H5 -2.5264 -0.7992 5.7549
H6 -1.3028 0.4793 5.9141
H7 -0.9262 -3.3378 4.4673
H8 -0.6700 -3.1067 2.7215
H9 -2.2930 -2.8971 3.3951
C4 -2.3467 -1.2479 -2.5824
Si1 -2.5862 -1.2882 -0.7173
C5 -4.0997 -0.2238 -0.2809
C6 -3.0033 -3.0920 -0.3043
C7 -4.3152 -3.5158 -0.5571
C8 -4.7084 -4.8324 -0.3675
C9 -3.7951 -5.7722 0.0854
C10 -2.4894 -5.3843 0.3369
C11 -2.1107 -4.0634 0.1390
H10 -3.3218 -1.4021 -3.0558
H11 -1.6904 -2.0584 -2.9031
H12 -1.9276 -0.3105 -2.9430
H13 -4.5054 0.2409 -1.1816
H14 -3.8746 0.5760 0.4241
H15 -4.8875 -0.8268 0.1764
H16 -5.0528 -2.8044 -0.9115
H17 -5.7309 -5.1209 -0.5762
H18 -4.1012 -6.7995 0.2354
H19 -1.7624 -6.1090 0.6811
H20 -1.0808 -3.7980 0.3239
F1 -1.5155 4.4152 -1.5062
C12 -1.3363 3.2614 -0.8965
F2 -1.3424 3.4460 0.4268
F3 -2.3701 2.4575 -1.1927
S2 0.2605 2.4348 -1.4765
O1 -0.1498 1.0642 -1.7631
O2 0.7324 3.2459 -2.5461
N1 1.2074 2.3253 -0.2137
S3 1.8597 3.6804 0.3819
O3 1.1397 4.8598 0.0218
O4 3.2829 3.6181 0.2775
C13 1.5098 3.4122 2.2100
F4 0.5223 4.2077 2.6104
F5 1.1689 2.1447 2.4852
F6 2.6044 3.7007 2.9171
I1 3.8107 -4.0018 1.1097
C14 2.7653 -2.2741 0.7653
C15 3.2572 -0.9941 0.6064
N2 2.1994 -0.1961 0.4246
N3 1.0458 -0.8743 0.4407
C16 1.3780 -2.1415 0.6452
H21 4.2610 -0.6070 0.5969
H22 2.1390 0.8037 0.1930
H23 0.6281 -2.9089 0.6706

Values from the calculation:
* HOMO level (spin up / spin down): -6.7690 / -9.2189 eV
* molar mass: 867.90 g mol⁻¹
* gap between HOMO and LUMO (spin up / spin down): 6.801 / 8.144 eV
* relative energy (zero: lowest compared OMol25 entry of this formula, charge and spin): 0.000 eV
* 2S+1: 3
* expectation value of S²: 2.01
* E_tot: -158731.3029 eV

=====

Entry 4:
# C5H37NO14

14 unconnected molecules or ions with the total composition C5H37NO14 (wB97M-V/def2-TZVPD, the OMol25 dataset).

Element x y z (Å)
C1 -1.6467 -1.1047 -1.1738
C2 -0.6652 -1.6524 -0.1919
C3 0.3882 -0.5469 0.1873
C4 -0.0968 0.7348 0.7786
C5 0.2182 0.7789 2.2458
N1 -0.8288 0.3691 3.0675
O1 1.2449 1.2336 2.7200
H1 -2.6850 -1.2907 -1.0034
H2 -1.5792 -1.5745 -2.1494
H3 -1.5318 -0.1279 -1.2264
H4 -1.2430 -2.0294 0.6551
H5 -0.2012 -2.4842 -0.6433
H6 1.1576 -0.9713 0.6902
H7 0.8242 -0.3243 -0.7798
H8 0.4113 1.5557 0.3795
H9 -1.2440 0.6627 0.6224
H10 -0.6072 0.3371 4.0036
H11 -1.6430 -0.1302 2.7036
H12 2.1300 0.0700 -2.5366
H13 3.2489 0.8853 -1.9379
O2 2.5321 0.9412 -2.5598
H14 2.9135 0.3010 2.4657
H15 3.5350 1.5371 1.8609
O3 3.6385 0.5697 1.9816
H16 -3.0153 2.3580 1.3721
H17 -2.1660 3.6021 1.2192
O4 -3.1070 3.2598 1.2149
H18 -2.5394 1.1044 -2.5352
H19 -1.0739 1.6133 -2.6915
O5 -1.6821 0.9289 -3.0175
H20 4.5552 0.6789 0.3145
H21 3.9311 -0.6207 -0.0257
O6 4.0439 0.2832 -0.3685
H22 -1.1358 -2.1715 2.4340
H23 -2.6073 -2.6839 2.3017
O7 -2.0424 -2.1035 2.6811
H24 1.7109 0.1640 3.9428
H25 2.0635 -1.4016 4.2290
O8 1.3873 -0.7247 4.3031
H26 0.7731 2.9725 -3.1782
H27 0.8458 1.7211 -2.3995
O9 0.3087 2.4889 -2.5769
H28 1.3724 -1.6423 -3.8361
H29 0.3499 -1.1047 -2.6830
O10 1.1512 -1.3426 -2.9454
H30 -1.7074 3.9685 -0.6060
H31 -0.4046 3.1083 -0.9993
O11 -1.0538 3.3565 -0.3303
H32 -2.0528 -2.2287 -3.7180
H33 -1.4254 -0.7464 -4.0974
O12 -1.2683 -1.8082 -3.9200
H34 -2.9413 -0.2272 1.5788
H35 -4.1733 -0.1096 2.4860
O13 -3.8546 -0.5485 1.6384
H36 3.1347 -3.0026 0.3884
H37 2.0066 -3.2543 -0.5446
O14 2.3460 -3.6270 0.2092

Values from the calculation:
* HOMO level: -10.4517 eV
* molar mass: 335.34 g mol⁻¹
* gap between HOMO and LUMO: 10.612 eV
* relative energy (zero: lowest compared OMol25 entry of this formula, charge and spin): 6.061 eV
* E_tot: -35937.8550 eV

=====

Entry 5:
# C4H8N2OS

A molecular structure, C4H8N2OS (wB97M-V/def2-TZVPD, the OMol25 dataset).

Element x y z (Å)
C1 -1.5554 1.3213 -0.0354
C2 -1.3995 -1.0335 -0.4871
C3 1.0736 -0.2282 0.9563
C4 2.9733 -0.3703 -0.1157
H1 -1.3976 2.0990 0.6772
H2 -1.1554 1.6486 -1.1224
H3 -2.5540 1.0929 0.1703
H4 -2.5484 -0.7663 0.0757
H5 -1.5559 -0.7439 -1.6368
H6 -1.0487 -1.9615 -0.1609
H7 0.4978 -0.8558 1.6637
H8 2.0923 -1.0474 -0.9182
N1 -0.8430 0.1117 0.1845
N2 0.4292 0.4152 -0.0485
O1 2.4194 -0.0230 1.1170
S1 4.5722 0.3413 -0.3196

Values from the calculation:
* HOMO level: -8.5467 eV
* molar mass: 132.19 g mol⁻¹
* gap between HOMO and LUMO: 8.223 eV
* relative energy (zero: lowest compared OMol25 entry of this formula, charge and spin): 6.819 eV
* E_tot: -20134.0157 eV